The following is a quantum chemistry calculation of a single C5H10S molecule in a non-equilibrium geometry, from OMol25.

Output
Total charge: 0
Strongest force on any atom: 0.042 Eh/bohr
E_HOMO: -8.4 eV
SMILES string: C[C@H]1SC1(C)C

Last columns: bonded neighbours and bond lengths (Å).
Positions of all 16 atoms, in Å:
1 S 0.349 0.937 -0.999  C3 1.872, C4 1.866
2 C 0.497 0.880 1.784  C3 1.525, H13 1.052, H14 1.092, H16 1.123
3 C -0.170 0.153 0.621  S1 1.872, C2 1.525, C4 1.504, C5 1.566
4 C 0.748 -0.705 -0.207  S1 1.866, C3 1.504, C6 1.494, H10 1.147
5 C -1.699 -0.182 0.565  C3 1.566, H7 1.106, H11 1.131, H12 1.121
6 C 0.112 -1.871 -0.890  C4 1.494, H8 1.058, H9 1.081, H15 1.103
7 H -2.252 0.710 0.911  C5 1.106
8 H -0.887 -1.682 -1.181  C6 1.058
9 H 0.694 -2.062 -1.780  C6 1.081
10 H 1.885 -0.615 -0.099  C4 1.147
11 H -2.099 -0.394 -0.471  C5 1.131
12 H -1.900 -1.019 1.283  C5 1.121
13 H -0.142 1.694 1.975  C2 1.052
14 H 0.508 0.188 2.629  C2 1.092
15 H 0.130 -2.672 -0.131  C6 1.103
16 H 1.554 1.212 1.602  C2 1.123

Atomic partial charges in e from the Mulliken method, atoms 1 to 8: -0.228 -1.211 0.939 -0.352 -1.355 -1.172 0.382 0.286